1.
Formula: C30H60P2Si2W
Source: the Open Molecules 2025 dataset
Level of theory: ωB97M-V with the def2-TZVPD basis set

Summary:
Orbital gap (spin up / spin down) = 6.873 / 4.417 eV
Energy = -68224.586 eV
HOMO level (spin up / spin down) = -13.55 / -12.87 eV
Expectation value of S² = 2.280
Largest force on an atom = 0.133 Eh/bohr

Structure (ORCA input):
```
! wB97M-V def2-TZVPD RIJCOSX def2/J DEFGRID3
* xyz 2 3
H 5.473 -2.760 -0.685
H -1.020 -4.394 1.852
H -1.010 5.822 -3.240
H 2.156 -4.788 -0.138
C -0.415 -0.532 3.168
H -5.103 3.629 -1.325
H -4.504 3.131 0.302
H 3.507 -1.884 2.470
H -2.760 -2.969 3.027
C -1.371 2.224 0.934
C 0.014 -4.094 2.026
H 0.828 -5.513 -1.086
H -0.075 2.747 -1.445
H 2.051 -0.027 4.859
H -3.850 0.457 -3.490
H 4.443 0.712 0.187
H -2.182 2.568 1.606
H -0.188 4.289 -3.663
H -2.460 0.395 1.218
H -1.444 0.170 4.932
W 0.100 -1.000 1.060
H 0.694 -1.666 -3.525
C 2.679 -2.561 2.702
H -0.033 2.562 2.590
H -2.613 -2.218 1.423
H 4.737 -0.173 -2.214
H 3.899 -1.533 -3.012
H 1.979 -2.910 -3.627
H -2.319 2.806 -3.423
C -2.438 -2.062 2.494
H -0.572 1.424 4.057
H -0.022 -0.213 -2.242
H 5.009 -0.636 1.176
H 2.987 0.235 3.371
C 1.976 0.282 3.799
Si 0.778 -3.071 -1.431
H -5.689 2.114 -0.562
H 1.649 1.331 3.792
Si 3.442 -1.446 -0.557
H -3.104 5.079 -0.069
H 3.006 -0.044 -2.618
C -0.507 0.596 -1.662
H -1.305 -4.375 -1.396
H -2.091 0.797 3.414
H -1.300 0.967 -2.350
H -0.104 3.896 1.444
H 2.772 -3.454 2.071
C 3.788 -0.731 -2.268
C 4.120 -0.206 0.694
C -1.167 0.519 3.926
H -3.056 -1.223 2.822
C 0.956 -2.704 -3.273
P -3.449 1.775 -1.481
P -1.454 4.093 -1.589
H -1.429 -3.155 -0.111
H -3.545 3.928 -2.751
C -1.535 0.757 0.753
C 1.336 -1.936 2.607
C -4.478 1.114 -2.874
C 4.449 -3.012 -0.372
C -2.302 5.449 -0.713
H 1.112 1.821 -2.385
H -1.534 2.769 -0.042
H 0.597 -4.348 1.134
C -0.984 -1.768 2.700
H -1.989 -0.693 -0.725
C 1.462 1.803 -0.305
C -2.755 3.201 -2.492
H 4.495 -3.360 0.668
C -1.226 0.044 -0.465
H 2.312 -4.963 -1.904
H 0.427 -4.671 2.861
H -5.313 0.528 -2.463
C -0.040 2.799 1.521
C -0.457 4.962 -2.844
C 1.519 -1.621 -0.393
H 2.024 2.109 1.686
C -4.813 2.771 -0.695
H 0.470 5.318 -2.377
C 0.111 -2.657 2.377
C -1.078 -3.326 -1.142
H 2.788 -2.866 3.752
H 0.259 -3.374 -3.809
H -4.860 1.948 -3.486
H 2.394 1.263 -0.479
H 1.208 -0.647 -0.884
C 1.608 -4.734 -1.089
H 3.403 0.078 1.472
C 1.243 2.287 0.934
H -1.568 5.957 -0.083
H -1.658 -2.675 -1.811
C 0.504 1.772 -1.458
H 4.095 -3.839 -0.996
C 1.015 -0.620 3.078
H -2.707 6.154 -1.442
*
```



2.
Formula: C30H61AsN4O6PRuSSeSi4
Source: the Open Molecules 2025 dataset
Level of theory: ωB97M-V with the def2-TZVPD basis set

Summary:
Orbital gap (spin up / spin down) = 6.459 / 6.262 eV
Energy = -230756.760 eV
HOMO level (spin up / spin down) = -7.77 / -7.60 eV
Expectation value of S² = 0.756
Largest force on an atom = 0.013 Eh/bohr

Structure (ORCA input):
```
! wB97M-V def2-TZVPD RIJCOSX def2/J DEFGRID3
* xyz 0 2
Si 0.944 0.935 -3.141
H 0.769 3.352 -3.324
C 2.295 4.164 2.846
C -4.628 -0.005 -1.990
H 2.981 -0.675 3.757
H -1.220 1.429 -4.156
H 0.122 -2.598 -4.558
C 4.398 -2.187 -0.306
C -1.072 4.441 0.369
H 3.931 -1.496 2.518
H -5.038 -0.733 1.360
H 3.759 -2.214 4.121
Si 1.539 -2.761 -2.535
H -0.899 -2.418 -3.127
C -2.190 -2.488 0.852
C 2.623 3.643 0.514
O -3.246 0.408 -0.060
O -2.407 2.485 1.007
C -3.864 -2.897 3.043
H -3.079 3.779 3.098
H -0.912 5.495 0.608
C -5.149 -0.909 0.288
H -5.361 1.754 0.902
C 4.493 0.791 0.157
H 1.381 -4.969 2.099
H -4.597 -1.811 0.019
H -0.835 -0.286 -4.368
C 0.453 -2.677 4.135
C 1.545 2.094 1.740
C 2.232 -4.379 2.447
H 5.302 -2.088 0.300
C 2.769 4.529 1.632
H -0.197 3.877 0.686
H 3.996 0.708 1.123
P -2.275 1.642 -0.360
H -1.311 3.775 3.003
H -3.098 -4.226 0.026
O 1.135 -1.972 1.369
H -4.450 4.236 1.057
H 3.591 -2.541 0.336
H 1.047 -4.922 -1.454
H 1.517 -3.725 -0.237
H 4.330 1.794 -0.235
H 3.026 -4.470 1.703
Se 0.302 0.895 3.574
H 5.958 -0.502 -2.445
As 1.607 -0.618 -1.455
Si 1.719 -2.597 2.740
H -6.205 -1.070 0.068
S -1.208 -2.158 -0.519
H -0.351 -3.375 3.887
H 4.563 -0.754 -3.497
C -4.622 0.283 -0.495
N 2.058 2.476 0.539
O -1.329 -0.637 1.999
H 0.936 -3.044 5.046
H -2.205 5.285 2.767
H 2.202 -0.307 -4.927
H -0.002 -1.713 4.368
H -6.470 1.369 -0.425
C -0.042 -2.946 -3.535
H -3.493 5.659 0.619
C 3.233 -1.654 3.344
H 4.920 0.858 -2.874
C -3.565 4.574 0.516
H 2.593 -4.827 3.377
H 1.650 1.273 -5.478
H -5.646 -0.189 -2.338
C -0.805 0.545 -3.665
H 2.768 -3.951 -4.261
H -5.053 2.386 -0.729
O -0.896 0.995 -0.421
H 3.068 1.151 -4.434
H 3.262 5.479 1.479
C 1.643 2.899 2.932
H -3.665 4.325 -0.539
Ru 0.080 -0.554 0.492
C 2.926 -2.976 -3.789
H 3.917 -2.988 -3.340
H 2.157 2.921 -2.306
H 5.569 0.652 0.309
H 2.909 -2.226 -4.580
H 0.506 2.849 -1.643
H -0.297 -4.009 -3.578
Si 3.952 -0.525 -1.053
C -3.086 -3.571 0.885
H 2.752 -4.494 -1.249
H -4.211 0.842 -2.533
N 1.078 2.408 4.019
H -4.021 -0.889 -2.194
C -5.423 1.532 -0.165
N -2.155 -1.688 1.940
H 2.374 4.786 3.727
O -2.650 2.449 -1.542
C -2.312 3.932 1.092
C 1.734 -4.100 -1.236
C 1.113 2.684 -2.528
C -2.976 -1.863 3.000
H -4.591 -4.622 1.965
N 0.879 0.960 1.888
C -2.219 4.209 2.584
H -4.499 -3.014 3.907
C 2.078 0.734 -4.628
H 4.588 -2.944 -1.066
H -2.852 -1.125 3.777
H -1.183 4.335 -0.709
H -1.444 0.327 -2.809
H 3.017 3.964 -0.448
C 4.920 -0.206 -2.628
C -3.910 -3.782 1.958
*
```



3.
Formula: C30H61Br4F3IInN7O2P2
Source: the Open Molecules 2025 dataset
Level of theory: ωB97M-V with the def2-TZVPD basis set

Summary:
Orbital gap = 6.211 eV
Energy = -366796.707 eV
HOMO level = -5.01 eV
Largest force on an atom = 0.145 Eh/bohr

Structure (ORCA input):
```
! wB97M-V def2-TZVPD RIJCOSX def2/J DEFGRID3
* xyz -1 1
H 3.415 -8.216 1.378
H 4.532 -7.195 0.457
O 0.749 2.701 -2.797
H -2.322 0.857 -2.505
C 2.915 -0.605 -2.649
N 3.319 0.794 -2.341
C 3.719 -7.186 1.188
H 4.585 -8.443 3.235
C 2.748 4.005 -1.083
C -6.824 -0.456 2.860
H -3.076 3.915 2.717
C 3.303 -3.979 0.205
H -2.544 -0.227 0.348
H 6.149 -4.185 5.543
C 3.767 -4.721 4.850
H -2.724 5.247 -1.982
H 4.211 -3.462 -0.113
C -5.506 -0.220 3.231
C -5.985 4.085 0.222
H 4.077 -4.984 5.867
H -7.271 -1.409 2.599
C -3.167 1.720 2.575
H -4.538 5.657 -0.297
H -3.741 1.303 4.681
F 0.296 -1.563 -0.151
H -5.359 2.711 -3.226
H -4.705 4.995 -3.216
H -1.651 4.389 0.895
F -2.228 -1.650 -2.512
H 2.999 -5.447 4.586
C -6.579 1.772 3.207
O 5.696 -3.752 1.908
N 4.902 -4.770 3.951
C -7.496 0.794 2.843
N 3.052 3.320 -2.338
C 4.394 3.582 -2.811
I -5.160 2.860 -5.930
H 3.217 4.989 -1.039
C -3.908 4.294 -3.500
H 4.263 1.539 -4.693
C -5.118 5.302 0.558
P 2.052 1.954 -2.696
H 5.754 -2.877 4.412
C -1.874 3.311 0.968
C 0.962 1.648 -5.169
C -2.795 4.240 -2.426
H 3.324 -3.719 4.890
H -4.395 2.821 4.048
H 2.854 -6.704 0.736
H 4.743 4.555 -2.459
H -4.474 5.018 1.400
H 3.360 2.809 -5.567
C 2.006 -4.377 2.203
H -3.774 1.402 1.717
H 6.915 -4.142 3.972
N 4.115 -6.524 2.453
In -3.220 2.797 -0.737
H -1.597 3.067 3.085
Br -0.469 -4.109 -0.709
H 5.972 -7.604 2.509
C -4.487 2.912 -3.856
H 0.749 2.686 -5.450
H -0.916 2.791 0.823
H 5.353 -7.135 4.094
H -3.833 0.226 -1.796
C -1.929 -1.588 -1.192
N -5.418 1.114 3.419
Br -7.888 4.245 0.585
H -1.054 0.326 -0.555
H 1.276 -3.796 1.635
C 5.062 -7.470 3.103
C -2.044 -0.143 -0.620
C -4.161 1.783 3.787
H -1.819 4.008 -2.874
H -3.457 4.695 -4.425
H 1.674 4.170 -0.986
C -0.457 -2.187 -1.069
C -2.456 3.072 2.383
H 3.074 3.435 -0.201
Br -3.171 -2.814 -0.253
F 0.198 -2.059 -2.243
N 3.333 -4.254 1.637
H -2.457 0.907 2.788
H 4.435 3.654 -3.896
H 1.631 -5.410 2.228
C 3.329 1.775 -5.202
H 0.100 1.251 -4.637
H 4.267 1.673 -0.638
H -4.719 -0.957 3.311
H 3.303 1.118 -6.079
Br -6.562 1.478 -0.756
P 4.804 -4.924 2.236
H 2.471 -3.331 -0.069
H -8.524 1.000 2.572
H 2.878 0.647 -0.245
C 5.978 -3.948 4.489
N 2.173 1.537 -4.364
H 2.044 -0.912 -2.065
H -3.745 2.117 -3.788
H -5.792 6.074 0.953
H -6.747 2.837 3.276
H 3.223 -4.899 -0.390
H 1.058 1.060 -6.086
H 2.677 -0.737 -3.700
H 3.739 -1.287 -2.431
H 4.428 -0.052 -0.740
C -5.420 3.003 -0.299
H 1.949 -3.965 3.208
C -2.888 0.739 -1.571
H 5.138 2.841 -2.484
C 3.732 0.767 -0.918
*
```